{"formula": "C5H6AlF7IN2O2Si", "method": "wB97M-V/def2-TZVPD", "energy_ha": -1983.10677, "homo_energy_ha": -0.3077, "e_lumo_ev": 1.414, "gap_ev": 9.8, "multiplicity": 1, "charge": -1, "species": ["I", "Si", "Al", "F", "F", "F", "F", "F", "F", "F", "O", "O", "N", "N", "C", "C", "C", "C", "C", "H", "H", "H", "H", "H", "H"], "positions_angstrom": [[-3.55378, 0.03667, -3.06892], [-1.78562, -0.51616, -1.35548], [-0.15377, 3.44619, 4.64623], [1.61782, 3.48100, 4.32402], [-1.21101, -3.15670, -2.37090], [-3.20897, -2.86181, -1.09766], [-0.56397, 4.69141, 5.88106], [-1.04805, 3.79461, 3.12227], [-1.14074, -2.87482, 0.10546], [-0.62094, 1.81788, 5.25751], [1.63063, -1.94774, -3.12886], [-0.30902, 0.52370, 1.94320], [3.16932, -2.00568, -1.11401], [-2.39111, 0.22304, 0.19284], [-0.16182, 0.27188, -2.02418], [-1.34724, 0.39062, 1.07616], [1.20452, -0.15475, -1.22655], [1.99233, -1.44425, -1.91765], [-1.76329, -2.43474, -1.19880], [2.98142, -1.76074, -0.09819], [3.99241, -1.39688, -1.40058], [1.96182, 0.76080, -1.34119], [1.07011, -0.37732, -0.08575], [-0.06627, 0.04311, -3.18163], [-0.29478, 1.45068, -1.93842]], "forces_ev_per_a": [[0.785, -0.363, 0.820], [-0.228, 1.934, -0.376], [0.009, -0.007, 0.111], [-2.093, -0.049, 0.345], [-1.546, 2.005, 4.124], [4.302, 0.858, -0.222], [0.492, -1.493, -1.500], [1.037, -0.442, 1.720], [-1.578, 0.939, -4.270], [0.549, 1.941, -0.758], [2.599, 3.348, 7.910], [-8.967, -1.057, -7.329], [-1.579, 2.419, -0.724], [6.899, 0.208, 4.172], [0.821, 0.600, -0.415], [2.695, -0.079, 1.930], [0.863, -0.135, -0.903], [-1.653, -1.839, -4.631], [-1.365, -3.630, 0.524], [0.321, -0.217, -1.600], [-1.140, -1.147, 0.377], [-1.493, -2.088, 0.438], [0.183, 0.511, -2.139], [-0.068, 0.271, 2.454], [0.156, -2.486, -0.056]]}


{"formula": "C5H6Br2", "method": "wB97M-V/def2-TZVPD", "energy_ha": -5341.95836, "homo_energy_ha": [-0.3002, -0.3019], "e_lumo_ev": [-0.415, 0.046], "gap_ev": [7.8, 8.3], "multiplicity": 1, "de_lowest_kcal_mol": 97.8, "species": ["Br", "Br", "C", "C", "C", "C", "C", "H", "H", "H", "H", "H", "H"], "positions_angstrom": [[2.48406, 1.10646, 0.45347], [2.03140, -1.92831, -0.20559], [0.34534, 0.28542, -1.40888], [-1.10420, -0.71801, 0.66118], [-0.87367, 0.69134, 1.01694], [1.70779, -0.14210, -0.74165], [-0.69012, 0.22075, -0.32356], [-0.12861, 0.90436, 1.69680], [-1.83254, 1.33011, 1.04383], [-2.06188, -1.28731, 0.63518], [0.32706, 1.32559, -1.71075], [-0.04371, -0.42728, -2.19920], [-0.16092, -1.36101, 1.08221]], "forces_ev_per_a": [[-0.118, -0.051, -0.299], [-0.212, 0.346, -0.421], [-0.615, -1.343, 0.670], [1.513, -4.045, 1.236], [-4.070, 2.207, -0.550], [-1.276, 0.490, -0.442], [1.551, -0.229, -1.188], [1.509, 0.722, 1.257], [1.597, -0.689, 0.534], [0.755, 0.692, 0.181], [0.736, 0.003, -0.548], [1.179, 0.870, 0.577], [-2.550, 1.027, -1.009]]}


{"formula": "C5H6Br2N3O", "method": "wB97M-V/def2-TZVPD", "energy_ha": -5581.60017, "homo_energy_ha": -0.1705, "e_lumo_ev": 2.544, "gap_ev": 7.2, "multiplicity": 1, "charge": -1, "species": ["Br", "Br", "O", "N", "N", "N", "C", "C", "C", "C", "C", "H", "H", "H", "H", "H", "H"], "positions_angstrom": [[0.78730, 3.83499, 1.22223], [1.50586, -1.22190, 1.78099], [-2.60459, -1.03349, 1.20817], [-1.48948, -0.82547, 0.63356], [1.52965, 1.28637, -1.27763], [1.28076, -1.60470, -2.17775], [-0.98317, -1.57753, -0.26431], [1.10145, 0.29529, -0.60444], [0.80406, -0.92695, -1.27393], [0.73210, 0.33751, 0.86077], [-0.77063, 0.37804, 1.07910], [1.18249, 1.21736, 1.33122], [-1.47727, -2.46278, -0.61936], [-1.16628, 1.24566, 0.53945], [1.62887, 2.14692, -0.73903], [-1.01070, 0.50959, 2.13924], [0.80881, -2.41696, -2.54544]], "forces_ev_per_a": [[0.044, -0.170, -0.108], [0.169, 0.097, 0.055], [-0.464, -0.065, 0.336], [-0.017, -0.068, -0.104], [-0.164, -0.861, -0.282], [0.515, 0.667, -0.140], [3.374, 1.268, -2.182], [0.800, 2.114, 0.692], [-3.563, -3.089, 0.755], [-0.066, 0.000, 0.083], [0.213, 0.521, 0.319], [-0.199, -0.062, -0.148], [-0.289, -0.171, 0.041], [0.020, -0.105, 0.093], [-0.139, 0.140, 0.522], [0.050, -0.130, -0.283], [-0.286, -0.087, 0.350]]}


{"formula": "C5H6BrNO2S", "method": "wB97M-V/def2-TZVPD", "energy_ha": -3371.44675, "homo_energy_ha": -0.3326, "e_lumo_ev": 0.632, "gap_ev": 9.7, "multiplicity": 1, "de_lowest_kcal_mol": 46.5, "species": ["Br", "S", "O", "O", "N", "C", "C", "C", "C", "C", "H", "H", "H", "H", "H", "H"], "positions_angstrom": [[-3.88565, -1.02102, 0.41607], [-2.30991, 1.42311, -0.98677], [0.54476, -0.11790, 0.35633], [2.03294, -0.79755, -1.09870], [-1.56185, 0.18676, 1.16333], [2.09544, -2.05528, -0.43144], [-0.72854, 1.97747, -0.22816], [1.31361, 0.21028, -0.66943], [-2.44854, 0.22269, 0.30753], [-0.41757, 0.85313, 0.82582], [2.16577, -1.78872, 0.55598], [1.17785, -2.77151, -0.43890], [3.03661, -2.50690, -0.67899], [-0.96328, 2.96219, 0.15862], [-0.01313, 1.21731, 1.80275], [-0.03849, 2.00593, -1.05403]], "forces_ev_per_a": [[0.086, 0.580, -0.236], [-0.132, -0.680, 0.151], [0.139, -0.765, -0.443], [-0.499, 0.213, -0.545], [-0.631, -2.375, 1.353], [-1.531, -1.340, -0.044], [-1.057, -0.645, -0.182], [-0.087, 0.327, -0.450], [-1.461, 0.183, -1.123], [2.205, 2.813, 0.702], [0.253, 0.219, 2.762], [1.498, 1.444, -0.849], [0.081, -0.427, -0.658], [0.462, -0.007, 0.474], [0.138, 0.296, -1.077], [0.537, 0.165, 0.165]]}


{"formula": "C5H6BrNS", "method": "wB97M-V/def2-TZVPD", "energy_ha": -3220.98158, "homo_energy_ha": [-0.2918, -0.2918], "e_lumo_ev": [-1.510, -1.509], "gap_ev": [6.4, 6.4], "multiplicity": 1, "de_lowest_kcal_mol": 54.5, "species": ["Br", "S", "N", "C", "C", "C", "C", "C", "H", "H", "H", "H", "H", "H"], "positions_angstrom": [[-0.03063, -1.71982, -2.63149], [-1.46154, -0.23288, -1.42214], [-0.67429, -0.17551, 1.10818], [2.11757, 1.08394, 0.40008], [0.93692, 0.93375, -0.42883], [-0.21139, 0.33727, -0.02407], [-2.28360, -1.12032, -0.20468], [-1.67743, -0.97841, 1.01842], [2.62598, 0.17218, 0.66536], [2.89717, 1.84267, 0.01462], [-2.09844, -1.29830, 1.95209], [-3.24677, -1.64805, -0.39566], [1.07884, 1.11251, -1.48162], [2.02758, 1.69098, 1.42974]], "forces_ev_per_a": [[0.209, -0.026, -0.067], [-0.468, -0.850, 1.750], [1.839, 0.434, 1.344], [2.431, 4.043, 2.997], [-1.490, -0.870, 0.000], [-0.079, -0.227, -1.796], [-1.369, 0.246, -2.868], [0.057, 0.991, 0.974], [0.074, -0.480, -0.089], [-1.096, -1.581, -0.367], [-0.201, -0.653, 0.144], [1.163, 0.571, 0.004], [-0.309, 0.137, -0.206], [-0.761, -1.736, -1.819]]}


{"formula": "C5H6Cl2", "method": "wB97M-V/def2-TZVPD", "energy_ha": -1114.39901, "homo_energy_ha": -0.3586, "e_lumo_ev": 0.892, "gap_ev": 10.6, "smiles": "Cl[C@@H]1C[C@@]12C[C@@H]2Cl", "multiplicity": 1, "de_lowest_kcal_mol": 39.3, "species": ["Cl", "Cl", "C", "C", "C", "C", "C", "H", "H", "H", "H", "H", "H"], "positions_angstrom": [[2.45721, -1.41178, -0.28182], [-2.26882, -1.49242, 0.18406], [1.06521, -0.71690, 0.74969], [-0.65773, 0.15662, -1.37762], [-1.41556, -0.01338, -0.09156], [0.10021, 0.14968, -0.08017], [1.06701, 0.83122, 0.83906], [0.84569, -1.18964, 1.62362], [-0.75626, 1.12782, -1.85108], [1.95200, 1.39665, 0.53823], [-0.67245, -0.60720, -2.11791], [-2.09519, 0.81138, 0.19562], [0.37867, 0.95794, 1.66988]], "forces_ev_per_a": [[-1.328, 0.464, 1.281], [0.202, -0.778, 0.290], [1.575, 2.925, -4.831], [0.421, 0.860, 0.424], [-0.072, 2.040, -0.291], [-0.493, -2.262, 0.537], [-1.343, -1.762, -0.214], [-0.661, -1.867, 1.792], [0.046, 0.109, 0.171], [-0.646, 0.046, 0.280], [0.361, -0.901, -0.094], [0.794, -0.347, -0.072], [1.144, 1.473, 0.728]]}


{"formula": "C5H6Cl2InN2O4Yb", "method": "wB97M-V/def2-TZVPD", "energy_ha": -2872.09112, "homo_energy_ha": [-0.8242, -0.8242], "e_lumo_ev": [-18.007, -18.493], "gap_ev": [4.4, 3.9], "multiplicity": 2, "charge": 4, "species": ["Yb", "In", "Cl", "Cl", "O", "O", "O", "O", "N", "N", "C", "C", "C", "C", "C", "H", "H", "H", "H", "H", "H"], "positions_angstrom": [[0.00592, 0.25876, -4.68058], [-0.26370, 1.08961, -1.53971], [1.60514, -0.34996, -2.86841], [-1.18867, 2.27925, -3.63855], [0.62378, 2.04365, 0.18303], [-0.08483, 1.57291, -8.11791], [-0.30217, -1.23569, 0.65563], [0.63344, -1.38790, -7.90356], [-1.50307, 2.10324, 1.14749], [0.37523, 2.78780, 2.30456], [0.44181, -0.98113, -6.84543], [-0.15247, 2.29611, 1.17868], [0.00748, 1.35131, -6.99240], [-0.86888, -0.74573, -0.22345], [1.80312, 2.88472, 2.54267], [1.97190, 2.61479, 3.58956], [2.37598, 2.20382, 1.90516], [2.14862, 3.91056, 2.36721], [-1.97127, 2.19425, 2.04322], [-0.24187, 3.08481, 3.05504], [-1.90702, 1.40990, 0.52022]], "forces_ev_per_a": [[0.337, -0.079, -1.968], [1.531, 1.649, 1.367], [-1.346, 0.810, 0.389], [0.593, -1.271, 1.146], [-0.535, -1.510, -2.941], [0.425, -0.711, 4.885], [-3.014, 1.768, -3.915], [-0.780, 1.593, 4.558], [0.552, -0.183, -0.519], [-0.774, -0.988, -2.131], [1.013, -2.963, -4.519], [-0.693, 1.253, 3.657], [-0.623, 2.004, -4.850], [3.133, -2.144, 4.127], [1.056, 0.461, 0.316], [0.076, 0.108, -0.218], [-0.317, 0.104, 0.136], [-0.056, -0.218, 0.121], [-0.428, -0.029, -0.190], [-0.022, -0.109, -0.080], [-0.129, 0.456, 0.629]]}


{"formula": "C5H6Cl2N2", "method": "wB97M-V/def2-TZVPD", "energy_ha": -1223.90729, "homo_energy_ha": -0.3618, "e_lumo_ev": -0.011, "gap_ev": 9.8, "smiles": "C[C@H](Cl)C1=NN=C[C@@H]1Cl", "multiplicity": 1, "de_lowest_kcal_mol": 73.8, "species": ["Cl", "Cl", "N", "N", "C", "C", "C", "C", "C", "H", "H", "H", "H", "H", "H"], "positions_angstrom": [[1.98140, -0.18563, -1.68989], [1.84293, 2.42547, 0.24804], [2.60780, -1.63362, 1.21039], [1.90465, -0.53877, 1.72757], [0.52353, 1.22984, 0.70705], [1.33961, -0.95981, -0.38983], [2.29244, -1.90754, 0.07529], [1.22808, -0.00292, 0.74331], [-0.66454, 1.21080, -0.34908], [0.34718, -1.19004, -0.52385], [-1.15112, 2.16897, -0.33630], [-1.30807, 0.37568, -0.00971], [0.03045, 1.30756, 1.64897], [-0.28315, 1.08375, -1.38446], [2.49558, -2.66179, -0.56632]], "forces_ev_per_a": [[1.545, 1.688, -4.394], [-1.085, 0.136, 0.689], [2.670, -0.895, 5.404], [-0.956, 1.983, -0.639], [-1.569, 0.957, -1.856], [-0.966, 2.215, 1.298], [-2.758, 0.422, -1.709], [2.604, -3.868, 1.453], [1.720, -0.315, 0.366], [-2.348, -1.561, -0.905], [-0.495, 0.236, 0.264], [-0.019, 0.595, -0.485], [0.288, 1.283, 1.049], [-0.309, -0.235, 0.755], [1.678, -2.639, -1.292]]}


{"formula": "C5H6Cl2N3O4", "method": "wB97M-V/def2-TZVPD", "energy_ha": -1579.70089, "homo_energy_ha": -0.2225, "e_lumo_ev": 3.051, "gap_ev": 9.1, "multiplicity": 1, "de_lowest_kcal_mol": 0.0, "charge": -1, "species": ["Cl", "Cl", "O", "O", "O", "O", "N", "N", "N", "C", "C", "C", "C", "C", "H", "H", "H", "H", "H", "H"], "positions_angstrom": [[-0.19263, 2.44624, -2.24137], [-2.79330, 1.87484, 1.75658], [2.66991, -0.57048, 0.66763], [2.27316, -0.59964, -1.67257], [4.24451, -1.36939, -1.00260], [2.06410, -0.47348, 3.10959], [2.47926, 0.63586, 1.15854], [2.16749, 0.73834, 2.33124], [-0.75421, 2.36835, 0.24342], [-0.55760, 1.73666, -0.80928], [-0.68582, 0.20785, -0.74995], [-1.09344, 1.43793, 1.30774], [3.16631, -0.86629, -0.96291], [-0.99461, -0.05652, 0.72362], [0.41422, -0.01449, -1.09866], [-0.25572, 1.61711, 2.18126], [2.58156, -1.06158, 2.58846], [-1.51039, -0.05629, -1.28743], [-1.90712, -0.65268, 0.86514], [-0.17273, -0.54174, 1.11715]], "forces_ev_per_a": [[0.606, 1.181, -2.173], [0.342, -0.237, 0.488], [0.440, -1.100, 0.851], [-2.417, 1.090, -1.364], [0.738, -0.075, 1.055], [-0.446, 1.501, -0.077], [0.116, 0.192, -1.538], [-0.559, 0.411, 1.682], [0.042, 0.782, 1.128], [-1.141, -2.442, 1.559], [3.788, 2.062, 1.027], [2.222, -0.407, 1.104], [1.405, -0.511, 0.282], [-1.098, 2.192, -0.709], [-2.344, -0.919, 0.393], [-2.673, -0.428, -1.770], [0.710, -1.511, -0.955], [-1.597, -1.130, -2.404], [0.306, 0.370, 0.060], [1.560, -1.022, 1.360]]}


{"formula": "C5H6Cl3NO5", "method": "wB97M-V/def2-TZVPD", "energy_ha": -2005.53400, "homo_energy_ha": -0.3991, "e_lumo_ev": 0.029, "gap_ev": 10.9, "smiles": "CC(=O)O[C@@](O)(C[N+](=O)[O-])C(Cl)(Cl)Cl", "multiplicity": 1, "de_lowest_kcal_mol": 6.5, "species": ["Cl", "Cl", "Cl", "O", "O", "O", "O", "O", "N", "C", "C", "C", "C", "C", "H", "H", "H", "H", "H", "H"], "positions_angstrom": [[2.76400, -0.00202, -1.82544], [4.30525, -0.68561, 0.55054], [2.85060, 1.90632, 0.42641], [-0.78601, -1.98732, 0.53678], [0.45341, 0.29341, 0.13258], [1.62775, -0.89907, 1.85591], [-0.41087, -3.02279, -1.29276], [-0.22421, 0.81755, 2.25848], [-0.08729, -2.39764, -0.34928], [2.85989, 0.11784, -0.04050], [1.56568, -0.59945, 0.54644], [1.32243, -2.10968, -0.17378], [-1.62912, 1.29083, 0.30597], [-0.37443, 0.79719, 1.03597], [-1.40174, 2.05477, -0.38280], [1.61351, -2.94158, 0.65083], [-1.86244, 0.48461, -0.31921], [0.92440, -0.33928, 2.25967], [-2.33808, 1.78616, 0.97994], [1.94484, -2.21912, -1.08020]], "forces_ev_per_a": [[0.244, 0.420, 0.338], [-0.245, 0.190, -0.071], [0.134, -1.508, -0.188], [-1.474, 0.088, 0.842], [1.703, -1.302, 0.304], [0.053, 0.932, 0.265], [-1.073, -1.434, -2.090], [0.127, -0.232, -1.825], [1.186, 1.312, 0.779], [-0.670, 0.463, -0.029], [-0.747, -1.840, -1.463], [2.897, 0.139, 2.208], [1.323, 0.882, 1.878], [-1.766, 1.008, 1.172], [0.893, 1.069, -0.903], [-0.265, 2.238, -1.897], [-1.413, -1.305, -0.495], [0.152, 0.183, 0.821], [-0.129, -1.055, -0.068], [-0.929, -0.248, 0.421]]}


Result set for molar mass: 441.07 225.91 283.93 224.08 192.08 137.01 516.88 165.02 243.03 266.46 g/mol, one per record in the order listed.